# 1
A structure of composition C20H42F9O10Y. Source: the Open Molecules 2025 dataset; level of theory: the ωB97M-V functional and the def2-TZVPD basis.

- 2S+1 = 1
- orbital gap (eV) = 8.5
- energy relative to the best compared isomer or geometry (same formula, charge and spin) (kcal/mol) = 9.2
- total energy (Eh) = -2476.95924
- LUMO energy (eV) = 0.132
- HOMO (eV) = -8.40

Each line ends with the Mulliken charge.
Positions of all 82 atoms, in Å:
Y1 -0.1193 -0.3183 -0.9546  1.2342
C1 3.1122 -1.5830 -1.7969  -0.3894
O1 3.5341 -0.6877 -0.7838  0.0664
O2 1.7626 -1.4441 -1.8820  -0.7405
C2 3.9504 -1.4452 -3.0906  0.5630
F1 3.9581 -0.1844 -3.5851  -0.2191
F2 5.2386 -1.7597 -2.8336  -0.2770
F3 3.5008 -2.2516 -4.0626  -0.2617
C3 4.7261 -0.9768 -0.0984  -0.3379
C4 4.9340 0.1981 0.8807  -0.9775
H1 4.0422 0.2506 1.5102  0.0965
H2 5.8017 0.1146 1.5320  0.4272
H3 4.9691 1.1206 0.3032  0.2219
H4 5.6364 -1.0440 -0.6963  0.3503
H5 4.6400 -1.8859 0.5102  0.2611
H6 3.3028 -2.6013 -1.4205  0.2895
C5 1.1759 2.4531 1.1223  -0.4928
O3 -0.0673 3.0887 1.4098  -0.3201
O4 0.9378 1.4022 0.3186  0.3788
C6 2.1331 3.5725 0.6702  0.4974
F4 2.4079 4.4093 1.6901  -0.3109
F5 3.2894 3.0867 0.1943  -0.1945
F6 1.5899 4.3400 -0.3120  -0.3034
C7 -0.3496 3.3775 2.7705  0.0496
C8 -1.6510 4.1440 2.7983  -1.3311
H7 -1.8161 4.4905 3.8201  0.3872
H8 -1.6268 5.0196 2.1475  0.3830
H9 -2.4613 3.5227 2.4187  0.1550
H10 0.4548 3.9576 3.2274  0.4182
H11 -0.5172 2.4612 3.3500  0.0558
H12 1.5948 2.0533 2.0604  0.2176
C9 -3.1110 0.4718 0.7986  0.4708
O5 -2.5568 -0.2113 1.9174  -0.2936
O6 -2.2723 0.2954 -0.2470  -0.7516
C10 -4.5197 -0.0870 0.5118  0.4265
F7 -5.3733 0.2052 1.5160  -0.3034
F8 -5.0633 0.3939 -0.6135  -0.2804
F9 -4.4963 -1.4348 0.4179  -0.2080
C11 -3.0289 0.1702 3.2158  -0.2554
C12 -2.1135 -0.5156 4.2172  -1.2924
H13 -1.0998 -0.1157 4.1420  0.1824
H14 -2.4809 -0.3135 5.2242  0.4546
H15 -2.0896 -1.5951 4.0656  0.2969
H16 -4.0553 -0.1790 3.3526  0.3365
H17 -3.0617 1.2438 3.4211  0.2861
H18 -3.1835 1.5361 1.0557  -0.1467
C13 1.1229 -3.1568 2.3872  -1.2365
C14 1.3066 -1.7102 1.9521  0.4514
O7 0.1411 -1.2018 1.3182  1.2336
H19 0.8323 -3.8046 1.5601  0.1755
H20 0.3464 -3.1778 3.1539  0.2952
H21 2.0548 -3.5543 2.7912  0.4380
H22 2.1031 -1.6181 1.2098  -0.4216
H23 1.6211 -1.0698 2.7810  0.3069
H24 -0.5987 -1.0523 1.9248  -0.5786
C15 2.3636 2.4339 -2.7779  -0.5928
C16 0.9754 2.1740 -3.3589  -0.5124
O8 0.0573 1.6781 -2.3885  -0.0119
H25 2.6863 1.5571 -2.2134  -0.1525
H26 2.4586 3.3018 -2.1304  0.1766
H27 3.1036 2.5939 -3.5665  0.4827
H28 1.0771 1.4169 -4.1384  0.2678
H29 0.5940 3.0730 -3.8491  0.3708
H30 -0.3511 2.4377 -1.9511  0.0766
C17 -3.4829 -0.7490 -3.6578  -1.0305
C18 -2.0749 -0.1801 -3.7842  -0.2306
O9 -1.1108 -0.9681 -3.0544  -0.1788
H31 -3.9239 -0.5153 -2.6878  0.0823
H32 -3.4516 -1.8331 -3.7767  0.2817
H33 -4.1288 -0.2750 -4.3976  0.4412
H34 -2.0761 0.8291 -3.3804  0.1565
H35 -1.7735 -0.1295 -4.8314  0.5230
H36 -0.9065 -1.7272 -3.6094  0.1769
C19 -2.5853 -3.8849 0.2531  -0.9422
C20 -2.0942 -3.2681 -1.0504  -0.1545
O10 -0.8581 -2.5615 -0.8168  0.0520
H37 -2.7366 -3.0662 0.9571  -0.0243
H38 -1.8586 -4.5967 0.6478  0.4012
H39 -3.5444 -4.3844 0.1155  0.4016
H40 -2.8030 -2.5085 -1.3741  -0.0305
H41 -1.8795 -4.0149 -1.8185  0.4169
H42 -0.1842 -3.2326 -0.6513  0.0702

***

# 2
A cluster of 8 separate species, C20H42N2O22 in total. Source: the Open Molecules 2025 dataset; level of theory: the ωB97M-V functional and the def2-TZVPD basis.

- 2S+1 = 1
- orbital gap (eV) = 11.0
- energy relative to the best compared isomer or geometry (same formula, charge and spin) (kcal/mol) = 0.0
- total energy (Eh) = -2551.86421
- LUMO energy (eV) = 0.227
- HOMO (eV) = -10.73
- SMILES string = C[N+](=O)[O-].C[N+](=O)[O-].COC(=O)OC.COC(=O)OC.COC(=O)OC.COC(=O)OC.COC(=O)OC.COC(=O)OC

Each line ends with the Mulliken charge.
Positions of all 86 atoms, in Å:
C1 -1.6883 -1.9120 4.2893  -0.5175
N1 -3.1245 -1.5747 4.5144  1.0415
O1 -3.7520 -0.9589 3.6739  -0.5652
O2 -3.6138 -1.8578 5.5776  -0.6288
H1 -1.1807 -1.6679 5.2290  0.3334
H2 -1.3848 -1.3635 3.4009  0.0992
H3 -1.5439 -2.9998 4.2430  0.2297
C2 -0.6713 -2.0471 -0.4302  -0.3258
N2 0.3456 -2.4585 0.5510  1.1639
O3 -0.0872 -3.1996 1.4167  -0.5729
O4 1.4757 -2.0875 0.4210  -0.5450
H4 -0.2245 -1.8024 -1.3934  -0.0729
H5 -1.1244 -1.1603 0.0326  0.2218
H6 -1.4057 -2.8667 -0.4475  0.1467
C3 1.0736 0.5900 -3.4901  -0.6594
O5 2.1743 -0.2737 -3.1034  -0.0742
C4 2.2962 -1.2547 -3.9448  0.6747
O6 1.5040 -1.5009 -4.8615  -0.6148
O7 3.4419 -1.8742 -3.7497  -0.2128
C5 3.7416 -2.9120 -4.6593  -0.7717
H7 1.2294 0.9997 -4.4858  0.3946
H8 1.1554 1.3482 -2.6857  -0.0283
H9 0.0943 0.1346 -3.4376  0.3946
H10 4.6452 -3.4735 -4.3637  0.2532
H11 3.9551 -2.4874 -5.6087  0.3116
H12 2.9644 -3.6710 -4.7335  0.3165
C6 -1.0721 -6.0966 1.8151  -0.6884
O8 -2.0819 -5.2642 2.3709  -0.3371
C7 -2.7736 -4.5913 1.4945  1.0539
O9 -2.6380 -4.7071 0.2682  -0.6889
O10 -3.6237 -3.7626 2.0735  -0.3034
C8 -4.2882 -2.9483 1.1690  -0.5773
H13 -0.8134 -6.9214 2.5060  0.2599
H14 -0.2172 -5.4678 1.6130  0.2128
H15 -1.3357 -6.4215 0.8152  0.3459
H16 -3.6426 -2.2431 0.6903  0.0975
H17 -4.9476 -2.3228 1.7746  0.2410
H18 -4.8295 -3.5210 0.4520  0.4112
C9 -4.7365 1.9637 -1.7185  -0.7179
O11 -4.6374 2.4705 -0.4094  -0.3681
C10 -3.7180 1.8964 0.3258  0.9004
O12 -3.1085 0.9042 0.0445  -0.4862
O13 -3.6174 2.6080 1.4409  -0.3310
C11 -2.7580 1.9184 2.4071  -0.1115
H19 -3.7923 1.9247 -2.2360  0.2378
H20 -5.2923 2.6975 -2.2626  0.2905
H21 -5.1520 0.9994 -1.7640  0.3306
H22 -2.9725 0.8602 2.4716  0.0276
H23 -2.8835 2.3690 3.3912  0.3058
H24 -1.6870 1.9154 2.1178  -0.0965
C12 1.7807 2.2326 -0.0366  -0.4088
O14 0.6606 1.6596 0.6607  0.1061
C13 0.9322 0.7648 1.6185  0.4232
O15 0.0443 0.2183 2.2370  -0.5434
O16 2.2612 0.5149 1.7776  -0.0127
C14 2.6806 -0.3599 2.7832  -0.9247
H25 1.3574 2.8875 -0.8023  0.1669
H26 2.4581 1.5436 -0.5575  -0.0864
H27 2.3669 2.8831 0.6530  0.3100
H28 2.9937 -1.3147 2.3642  0.2889
H29 1.9706 -0.4759 3.6133  0.4014
H30 3.5985 0.1166 3.2754  0.2150
C15 4.1664 -1.1544 -0.9089  -0.4915
O17 4.7908 -0.7448 0.3580  -0.3880
C16 5.0565 0.5592 0.3867  1.0504
O18 4.7911 1.3924 -0.4932  -0.6530
O19 5.6431 0.8540 1.5296  -0.3997
C17 5.7400 2.2512 1.7839  -0.7054
H31 3.9620 -2.1801 -0.8551  0.4616
H32 4.8673 -0.9379 -1.7607  0.3057
H33 3.2756 -0.5238 -1.0960  0.0431
H34 6.6138 2.4532 2.4269  0.2622
H35 4.8401 2.5945 2.3033  0.2255
H36 5.8489 2.7313 0.8263  0.3501
C18 -1.4878 4.6459 0.0352  -0.4104
O20 -1.2876 4.4295 -1.3962  -0.0796
C19 -1.6249 5.4666 -2.1458  0.5820
O21 -2.1439 6.4282 -1.7566  -0.5178
O22 -1.4880 5.3029 -3.4823  -0.4169
C20 -1.0102 4.2008 -4.2080  -0.4576
H37 -1.2026 3.7162 0.5626  -0.2157
H38 -2.5518 4.8347 0.2643  0.3458
H39 -0.8535 5.4794 0.3787  0.4652
H40 -1.8321 3.4528 -4.2941  0.2419
H41 -0.1902 3.7158 -3.6709  0.1206
H42 -0.7050 4.4340 -5.1790  0.3450

***

# 3
The ion C20H42N3O4Si with charge +1. Source: the Open Molecules 2025 dataset; level of theory: the ωB97M-V functional and the def2-TZVPD basis.

- 2S+1 = 1
- orbital gap (eV) = 7.6
- total energy (Eh) = -1541.31219
- LUMO energy (eV) = -3.828
- total charge = +1
- HOMO (eV) = -11.43
- SMILES string = C=CN1C(NCOCCC)=[N+](CC)CO[C@]1(CCO[Si](C)(C)C)COCCC

Each line ends with the Mulliken charge.
Positions of all 70 atoms, in Å:
C1 -1.2186 2.8685 0.6270  -0.7049
C2 -0.3982 1.9337 1.4444  -0.0730
N1 -0.1133 0.5481 0.9128  0.9170
C3 -0.6117 -0.4341 1.9845  -0.1850
N2 -1.7926 -1.0823 1.7243  0.0421
C4 -2.6099 -0.9208 0.4251  -0.1644
O1 -2.2446 -2.0053 -0.5006  -0.0605
C5 -3.4300 -2.6593 -1.0860  -0.4814
C6 -2.8525 -3.9057 -2.0389  -0.6140
C7 -1.4751 -3.3212 -2.7632  -0.5208
N3 0.2295 -0.5386 3.2346  0.1313
C8 0.1661 -1.9003 3.8865  -0.8029
C9 0.4851 -3.1669 2.8971  -0.6292
C10 1.6895 -0.3007 2.9219  -0.3870
O2 2.0797 -0.5306 1.5245  -0.3879
C11 1.3431 0.3225 0.5803  0.5503
C12 1.3424 -0.5169 -0.8678  -0.6362
C13 0.5941 0.2934 -2.0837  -0.7295
O3 -0.8813 0.2321 -2.0419  -0.1806
Si1 -1.6199 1.0805 -3.3915  1.1001
C14 -1.2178 2.9603 -3.4973  -1.1315
C15 -3.5580 0.9655 -3.0913  -0.8769
C16 -1.3168 0.2792 -5.1211  -1.0791
C17 2.1937 1.7074 0.2603  -0.7933
O4 2.7935 2.3359 1.4473  -0.3063
C18 4.2024 1.9120 1.6201  -0.2292
C19 4.9195 2.5910 2.9679  -0.5468
C20 4.0717 2.3324 4.3521  -0.7150
H1 -2.3580 2.5562 0.4583  0.1796
H2 -0.7200 3.8174 0.1382  0.3130
H3 0.0244 2.1748 2.5343  0.1880
H4 -2.2013 -1.7372 2.4261  0.3941
H5 -2.5503 0.1580 -0.0237  -0.2535
H6 -3.7485 -1.0932 0.7205  0.4502
H7 -4.0691 -3.1102 -0.2121  0.3936
H8 -4.0617 -1.9790 -1.8022  0.2101
H9 -3.6877 -4.1854 -2.8315  0.3049
H10 -2.6204 -4.8806 -1.4118  0.2906
H11 -1.6488 -2.1894 -3.0900  -0.0147
H12 -0.5471 -3.2955 -2.0144  0.0452
H13 -1.1226 -3.9705 -3.6819  0.3729
H14 0.8089 -1.9740 4.8903  0.4417
H15 -0.9624 -2.0401 4.2504  0.3400
H16 1.1633 -3.9360 3.5049  0.3036
H17 1.0726 -2.9047 1.9200  0.1826
H18 -0.5293 -3.7533 2.6962  0.2505
H19 1.9713 0.7506 3.3534  -0.0100
H20 2.3038 -1.0918 3.5715  0.3301
H21 2.4788 -0.6484 -1.1946  0.4135
H22 0.9096 -1.5996 -0.7629  0.0656
H23 0.9269 1.4073 -2.2175  0.3303
H24 0.9111 -0.2620 -3.0919  0.3448
H25 -0.6581 3.2593 -4.5077  0.3179
H26 -0.5901 3.3910 -2.6058  0.2010
H27 -2.2483 3.5558 -3.5402  0.3245
H28 -3.7402 1.2157 -1.9489  0.2003
H29 -4.1606 1.7114 -3.7889  0.4003
H30 -3.8594 -0.1332 -3.3641  0.1269
H31 -1.7079 -0.8393 -5.0480  0.2608
H32 -2.0403 0.8018 -5.9140  0.3170
H33 -0.2063 0.3623 -5.4880  0.2893
H34 3.1098 1.3556 -0.4202  0.3770
H35 1.5907 2.4694 -0.4333  0.0408
H36 4.8888 2.2492 0.7115  0.3041
H37 4.3505 0.7574 1.7386  0.1886
H38 5.1089 3.7407 2.8459  0.3156
H39 5.9839 2.0819 3.1246  0.2903
H40 4.0727 1.1621 4.5659  0.1399
H41 4.6273 2.8188 5.2866  0.3430
H42 2.9651 2.7476 4.3291  0.1908

***

# 4
A structure of composition C20H42NP3PmS. Source: the Open Molecules 2025 dataset; level of theory: the ωB97M-V functional and the def2-TZVPD basis.

- 2S+1 = 5
- orbital gap (alpha / beta) (eV) = 6.0 / 6.2
- energy relative to the best compared isomer or geometry (same formula, charge and spin) (kcal/mol) = 0.0
- total energy (Eh) = -2871.60713
- LUMO energy (alpha / beta) (eV) = -8.801 / -8.614
- total charge = +3
- HOMO (alpha / beta) (eV) = -14.80 / -14.82

Each line ends with the Löwdin spin population.
Positions of all 68 atoms, in Å:
Pm1 0.1385 0.5141 -1.1580  4.1584
P1 0.0300 2.2380 1.1283  -0.0063
P2 2.0430 -1.0138 0.4193  -0.0044
P3 -3.0351 -2.3775 2.1120  -0.0004
H1 -3.6671 0.7158 -3.8023  -0.0004
C1 -3.5895 0.2940 -2.7942  -0.0221
C2 -3.7290 1.1444 -1.5230  -0.0007
H2 -3.3289 2.1825 -1.6618  0.0001
C3 0.7524 3.8261 0.4927  -0.0006
C4 1.0716 2.0296 2.6206  -0.0008
C5 -1.4975 2.8588 1.8772  -0.0008
C6 2.4195 -2.6367 -0.3313  -0.0007
C7 3.6641 -0.1820 0.2603  -0.0006
C8 2.1332 -1.5064 2.2059  -0.0002
C9 -4.3198 -3.1864 3.1133  -0.0001
C10 -2.1044 -1.1507 3.0615  0.0001
C11 -1.7550 -3.5291 1.4845  0.0000
H3 -4.1444 -0.6653 -2.7420  -0.0006
H4 -4.7764 1.2658 -1.1435  -0.0004
H5 0.0938 4.2557 -0.2827  0.0001
H6 1.7509 3.6462 0.0543  0.0001
H7 0.8251 4.5259 1.3433  -0.0002
H8 2.0671 1.6436 2.3599  0.0000
H9 0.5914 1.3277 3.3131  0.0000
H10 1.1809 3.0060 3.1046  -0.0002
H11 -2.3020 2.8340 1.1377  0.0000
H12 -1.3460 3.8845 2.2195  -0.0002
H13 -1.7803 2.2326 2.7249  0.0000
H14 3.3075 -3.0998 0.1165  -0.0002
H15 2.6153 -2.4946 -1.3988  0.0002
H16 1.5577 -3.3057 -0.2267  0.0001
H17 4.4421 -0.6927 0.8365  -0.0002
H18 3.6028 0.8484 0.6254  0.0001
H19 3.9724 -0.1536 -0.7880  0.0001
H20 3.0751 -2.0491 2.4152  -0.0001
H21 1.2918 -2.1684 2.4684  0.0000
H22 2.0930 -0.6227 2.8558  0.0000
H23 -3.9371 -4.0503 3.6742  0.0000
H24 -5.1301 -3.5282 2.4639  0.0000
H25 -4.7092 -2.4107 3.7899  0.0000
H26 -2.1943 -1.3189 4.1396  0.0000
H27 -2.4953 -0.1546 2.7971  0.0000
H28 -1.0398 -1.1881 2.7841  0.0001
H29 -1.6629 -4.4546 2.0746  0.0000
H30 -0.7697 -3.0227 1.4355  0.0001
H31 -2.0220 -3.8126 0.4540  0.0000
C12 -1.8419 -0.9015 -1.6954  -0.0223
C13 -1.3580 -2.1942 -1.8301  0.0018
C14 -0.6830 -2.5825 -2.9999  -0.0328
C15 -0.3057 -1.6230 -3.9464  -0.0029
C16 -0.6415 -0.2721 -3.7259  -0.0359
C17 -1.7613 0.0723 -2.8087  -0.0058
S1 -2.8106 -0.1925 -0.3244  -0.0116
H32 -3.7529 -1.7280 1.0411  -0.0003
H33 -1.7026 -2.8946 -1.0460  0.0007
H34 -0.4814 -3.6183 -3.2077  -0.0016
H35 0.2092 -1.9470 -4.8744  0.0001
H36 -0.1496 0.5009 -4.3281  -0.0012
H37 -1.7046 1.1483 -2.5192  -0.0018
C18 4.8473 3.1923 -1.2851  0.0002
C19 4.1851 2.8157 -2.6248  0.0005
C20 2.8534 2.3132 -2.4289  0.0024
N1 1.8011 1.8437 -2.2297  -0.0086
H38 4.2424 3.9378 -0.7501  0.0000
H39 5.8267 3.6368 -1.4474  0.0000
H40 5.0004 2.2894 -0.6773  0.0000
H41 4.0970 3.7056 -3.2763  0.0001
H42 4.7468 1.9990 -3.1266  0.0001